Entry 1:
The following is a DFT calculation (wB97M-V/def2-TZVPD) of a molecular structure, C30H41ClMnN3O4.

Computed properties:
* E_HOMO (spin up / spin down): -7.22 / -7.48 eV
* multiplicity: 5

XYZ file:
```
80
Properties=species:S:1:pos:R:3:forces:R:3:mulliken_charge:R:1
O 0.736973 0.721207 -1.431257 -0.878 -0.506 0.302 0.33
C 1.213311 1.962215 -1.790468 0.858 0.557 -0.477 0.40
C 2.662475 1.813289 -2.303301 0.034 0.250 -0.035 -0.70
C 3.363777 0.612891 -2.153478 0.037 0.244 0.066 0.62
H 2.840817 -0.250129 -1.735054 0.203 0.437 -0.048 0.95
C 4.720789 0.533455 -2.482933 -0.148 0.253 -0.239 -1.58
H 5.256372 -0.394076 -2.260608 -0.054 0.312 -0.220 0.42
C 5.366906 1.631512 -3.067402 -0.149 -0.051 0.214 -0.60
H 6.429117 1.563505 -3.331581 -0.466 0.086 0.100 0.39
C 4.647397 2.817479 -3.291563 -0.164 -0.213 0.064 -0.75
H 5.147787 3.676654 -3.748043 -0.199 -0.300 0.135 0.38
C 3.301299 2.903996 -2.910553 0.310 -0.284 0.042 -0.28
H 2.721374 3.821483 -3.059173 0.344 -0.228 0.065 0.42
H 0.651249 2.369516 -2.655355 -0.158 -0.212 -0.026 0.47
C -0.311577 3.574643 -0.490870 -0.221 0.055 -0.020 -1.58
C 1.067015 3.026529 -0.682121 0.711 -0.595 -0.236 0.44
H -0.295431 4.502400 0.096296 -0.078 -0.339 -0.061 0.47
H -0.916451 2.816476 0.033433 -0.072 0.470 -0.223 0.01
H -0.764000 3.829322 -1.468691 0.082 -0.267 0.338 0.36
C 2.076771 3.249396 0.157026 0.130 0.240 -0.437 0.22
C 1.998722 3.962695 1.460439 0.369 0.612 0.006 -1.64
H 3.084133 2.900960 -0.114602 -0.473 -0.136 0.162 0.32
H 2.707864 4.798684 1.441947 -0.064 0.071 0.171 0.45
H 2.319465 3.277978 2.249882 -0.094 0.134 -0.007 0.24
H 1.001713 4.343342 1.711315 0.295 -0.205 -0.071 0.32
Mn -0.052499 -0.077441 0.183120 1.034 -0.077 -0.200 0.88
Cl 0.451794 1.394660 1.952467 -0.365 0.688 0.482 -0.55
C -0.615911 -1.103529 2.776749 0.724 0.017 -0.841 -0.01
O -1.140898 -1.124624 1.629338 0.100 0.119 1.266 -1.07
N -1.112814 -1.676746 3.849730 -0.350 -0.169 0.033 0.39
C -2.468788 -2.179817 3.778151 0.162 -0.160 0.179 -0.92
C -0.293840 -1.893576 5.042774 -0.148 0.365 -0.192 -0.91
H 0.328497 -0.576543 2.948098 -0.110 -0.433 -0.122 0.28
H -2.834509 -1.966212 2.771259 -0.063 -0.145 0.270 0.20
H -3.074839 -1.659048 4.522931 -0.111 -0.213 -0.010 0.33
H -2.449844 -3.255932 3.960935 -0.295 0.008 0.026 0.31
H 0.739976 -1.589615 4.837834 -0.305 -0.091 -0.027 0.27
H -0.304315 -2.955899 5.303217 -0.002 0.119 -0.037 0.30
H -0.668477 -1.301416 5.884814 -0.010 -0.154 -0.074 0.34
H 1.889958 -2.842130 -4.424162 0.075 0.058 0.055 0.33
H 1.518866 -4.472904 -2.407624 -0.044 0.120 -0.021 0.47
C 1.910809 -2.086639 -3.630139 -0.346 -0.239 -0.378 -1.10
C 1.352247 -3.614347 -1.748725 0.380 0.162 0.167 -0.95
N 1.007513 -2.453420 -2.552229 -0.279 -0.139 -0.136 0.40
H 1.589973 -1.123277 -4.033567 0.223 -0.104 0.034 0.38
C -0.080958 -1.722055 -2.306690 -0.119 0.417 1.409 -0.31
O -0.662171 -1.667588 -1.192080 0.246 -0.842 -1.755 -0.82
H 0.554567 -3.843152 -1.044029 0.108 0.119 -0.191 0.24
H -0.444182 -1.140531 -3.173206 0.272 0.062 0.323 0.50
H 2.936962 -1.997220 -3.255104 -0.274 0.062 -0.008 0.35
H 2.274294 -3.419942 -1.190867 -0.127 -0.108 0.031 0.30
H -5.272482 1.225550 -0.507809 0.095 0.053 0.013 0.33
H -5.140730 0.700596 -3.145967 0.128 -0.040 0.060 0.32
C -4.460291 1.914377 -0.764946 -0.073 -0.034 -0.013 -0.99
C -4.210514 1.277585 -3.155872 0.091 0.078 -0.038 -0.94
N -3.634641 1.357323 -1.825074 0.165 -0.134 0.025 0.32
H -3.847398 2.099445 0.116993 -0.053 -0.061 -0.143 0.26
C -2.448779 0.802905 -1.539847 0.429 -0.093 1.080 0.57
O -2.015137 0.695436 -0.374187 -0.408 0.243 -1.131 -0.98
H -3.497593 0.792553 -3.825289 -0.112 0.057 0.032 0.29
H -1.865268 0.462561 -2.415043 -0.174 0.073 0.344 -0.26
H -4.899500 2.850154 -1.116044 0.042 -0.023 0.034 0.36
H -4.446102 2.271991 -3.547708 0.110 -0.050 0.094 0.32
C 2.127851 -4.995254 2.466839 0.557 0.298 0.170 -0.88
C 0.895560 -4.538334 1.956307 -0.195 0.500 -0.371 -0.81
C 0.819453 -3.289696 1.371743 -0.288 -0.520 0.086 -0.22
C 1.921933 -2.394184 1.339635 0.371 -0.854 0.324 1.83
C 1.814869 -1.087985 0.823498 -0.248 0.560 -0.384 -0.11
C 2.922027 -0.282788 0.817477 0.076 0.328 0.072 -0.02
C 4.183663 -0.729882 1.295555 -0.074 -0.458 0.061 -0.74
C 4.315557 -2.008978 1.805937 0.275 0.344 -0.085 -1.14
C 3.195115 -2.866897 1.859340 -1.096 0.282 -0.344 0.59
C 3.246658 -4.174786 2.401926 -0.170 -0.839 0.277 -0.69
H 2.174939 -5.997349 2.905650 0.175 0.419 -0.130 0.35
H -0.002948 -5.166464 1.999979 0.452 0.172 -0.080 0.47
H -0.099746 -2.973506 0.875784 0.257 -0.086 0.374 0.47
H 2.804158 0.742359 0.466108 0.224 -0.284 0.142 0.42
H 5.041447 -0.051410 1.258570 -0.304 -0.250 0.015 0.48
H 5.274065 -2.395710 2.179021 -0.379 0.321 -0.155 0.34
H 4.207009 -4.542103 2.789656 -0.405 0.175 -0.175 0.37
```
Positions in Å, forces in eV/Å.


Entry 2:
The following is a DFT calculation (wB97M-V/def2-TZVPD) of a molecular structure, C30H41N2O2PtTe.

Computed properties:
* charge: +1
* E_HOMO: -10.64 eV
* energy relative to the best compared isomer or geometry (same formula, charge and spin): 8.79 kcal/mol

XYZ file:
```
77
Properties=species:S:1:pos:R:3:forces:R:3:mulliken_charge:R:1
Pt 0.103782 -0.734891 0.080667 -0.263 0.412 0.262 1.59
C -4.779844 2.228623 -4.374537 0.002 0.000 -0.010 -2.15
C -4.998752 1.034024 -3.446508 0.004 0.006 -0.018 1.88
C -6.142357 1.365839 -2.478308 -0.017 0.016 0.016 -1.60
C -5.377899 -0.190652 -4.293376 -0.019 0.000 -0.002 -1.53
C -3.743789 0.692517 -2.655687 -0.003 -0.050 0.014 0.07
C -2.518553 1.312675 -2.864094 0.012 0.005 0.043 -0.29
C -1.414346 0.924964 -2.122949 0.068 0.098 -0.026 -1.10
N -1.476049 -0.032230 -1.206852 -0.034 -0.403 0.004 -0.64
C -2.648285 -0.650465 -0.974788 -0.103 0.044 -0.025 0.28
C -3.784675 -0.306668 -1.679713 0.003 0.028 -0.025 -0.41
C -2.621677 -1.699605 0.073702 -0.018 -0.039 -0.012 0.34
C -3.684906 -2.540184 0.338616 0.033 0.022 -0.010 -0.75
C -3.591693 -3.545486 1.301365 0.028 0.010 0.031 0.43
C -2.379765 -3.652459 1.974022 -0.035 -0.025 -0.023 -0.78
C -1.346521 -2.788909 1.671023 0.018 -0.015 -0.046 -0.92
N -1.459789 -1.825443 0.756570 0.011 0.169 -0.087 -0.21
C -4.776968 -4.463097 1.562778 0.017 -0.001 0.029 1.83
C -5.949144 -3.614800 2.077327 -0.010 0.001 -0.013 -1.58
C -4.447511 -5.534753 2.601485 0.007 0.001 -0.002 -2.16
C -5.170647 -5.153754 0.249128 -0.015 -0.012 0.000 -1.49
H -5.712950 2.460195 -4.887731 -0.001 -0.005 -0.004 0.43
H -4.031433 2.018069 -5.140238 0.011 -0.001 0.007 0.41
H -4.475895 3.120897 -3.824277 -0.008 0.001 0.007 0.45
H -7.029886 1.646194 -3.046261 -0.001 -0.005 -0.004 0.46
H -5.879877 2.201959 -1.828109 0.004 0.003 -0.003 0.37
H -6.413548 0.515822 -1.850985 0.011 -0.001 0.007 0.33
H -6.275949 0.027118 -4.872652 -0.002 0.002 -0.001 0.44
H -5.585294 -1.063337 -3.671793 0.001 -0.002 0.003 0.34
H -4.578706 -0.449522 -4.989528 0.005 0.001 -0.001 0.37
H -2.402595 2.097733 -3.595529 0.017 0.002 -0.001 0.58
H -0.441304 1.382881 -2.259119 -0.005 0.000 -0.009 0.64
H -4.716788 -0.812214 -1.476009 -0.002 -0.001 0.010 0.50
H -4.597688 -2.428231 -0.226835 -0.001 0.007 -0.007 0.50
H -2.214111 -4.408741 2.726084 -0.001 -0.006 0.000 0.53
H -0.384048 -2.862540 2.154866 -0.014 -0.023 -0.002 0.86
H -5.692092 -3.118193 3.014222 -0.001 0.003 0.004 0.39
H -6.814062 -4.253942 2.257745 0.002 -0.005 0.002 0.45
H -6.245115 -2.851210 1.356485 0.000 0.001 -0.003 0.31
H -4.191606 -5.099574 3.569085 0.000 0.005 0.002 0.39
H -3.624792 -6.174948 2.276903 0.001 -0.004 -0.004 0.39
H -5.319524 -6.171002 2.750515 -0.003 0.000 -0.002 0.45
H -5.511216 -4.442298 -0.504014 0.013 0.006 -0.007 0.35
H -5.988173 -5.850927 0.434821 -0.005 0.002 -0.001 0.47
H -4.332780 -5.717372 -0.165094 -0.001 -0.008 -0.003 0.26
C -0.379070 1.855175 2.441185 0.014 0.031 0.081 -1.06
Te 1.047669 0.288939 2.279622 0.127 -0.131 -0.046 0.23
C 0.217514 -0.827562 3.885502 -0.034 0.007 -0.015 -1.02
H -1.375837 1.460715 2.266041 0.005 -0.018 0.002 0.30
H -0.133579 2.602922 1.691245 0.003 -0.021 -0.024 0.32
H -0.303181 2.294220 3.433413 -0.006 0.013 -0.007 0.39
H 0.406798 -0.297185 4.814969 0.006 0.024 -0.009 0.43
H 0.702951 -1.800339 3.922013 0.020 0.011 0.015 0.32
H -0.852306 -0.946715 3.730272 0.008 -0.002 0.024 0.29
C -0.447835 -5.867638 -0.449807 -0.035 -0.017 0.009 -1.42
C 0.323646 -4.594751 -0.660474 -0.003 -0.004 0.006 0.74
C 0.044058 -3.778046 -1.752201 0.030 0.038 -0.001 -0.88
C 0.726376 -2.584198 -1.959466 0.010 -0.220 -0.041 2.16
C 0.556871 -1.816782 -3.243548 -0.009 -0.034 -0.001 -1.57
C 1.690752 -2.184922 -1.004749 0.135 0.131 -0.388 -0.24
C 2.047044 -3.036442 0.053113 -0.021 0.094 0.069 0.95
C 3.173969 -2.678908 0.981128 0.010 0.019 0.038 -1.87
C 1.343779 -4.224288 0.210792 -0.011 -0.003 0.016 -0.70
C 2.397461 -0.848407 -1.250653 0.093 -0.171 0.188 -0.33
O 3.497296 -0.750850 -1.721372 -0.059 0.038 -0.068 -0.60
O 1.631346 0.167050 -0.872706 -0.032 -0.008 0.086 -0.70
H -0.391183 -6.513587 -1.326606 0.011 0.006 -0.007 0.42
H -1.505493 -5.652023 -0.275313 0.000 -0.003 0.000 0.09
H -0.070979 -6.425603 0.406261 0.008 -0.002 0.000 0.35
H -0.699965 -4.090624 -2.477413 0.004 -0.013 -0.003 0.46
H -0.126130 -2.339734 -3.911064 -0.021 0.023 0.002 0.45
H 1.520114 -1.720597 -3.746812 0.000 -0.016 -0.011 0.41
H 0.180069 -0.808162 -3.084218 0.032 0.011 0.002 0.15
H 4.084221 -3.204742 0.688329 -0.001 0.000 -0.011 0.38
H 2.947069 -2.966051 2.009588 -0.004 -0.019 -0.005 0.35
H 3.403735 -1.613908 0.954395 0.006 -0.005 0.003 0.34
H 1.601122 -4.882799 1.034147 0.010 0.004 0.004 0.41
```
Positions in Å, forces in eV/Å.


Entry 3:
The following is a DFT calculation (wB97M-V/def2-TZVPD) of a molecular structure, C30H42AsN3ORuS4.

Computed properties:
* charge: +1
* E_HOMO (spin up / spin down): -8.94 / -9.50 eV
* multiplicity: 6
* energy relative to the best compared isomer or geometry (same formula, charge and spin): 11.46 kcal/mol

XYZ file:
```
82
Properties=species:S:1:pos:R:3:forces:R:3:mulliken_charge:R:1
Ru -0.120671 -0.628625 -0.072984 0.094 -0.516 -0.299 -0.49
S -1.021392 -2.677484 -1.415600 0.114 0.147 0.127 -0.31
C -1.063774 -1.944551 -2.938701 -0.136 0.107 -0.114 0.72
C -0.911836 -2.764658 -4.088740 0.016 0.003 -0.031 -0.66
C -0.943713 -2.234755 -5.346208 -0.005 0.036 0.022 -0.61
C -1.153441 -0.852751 -5.509725 -0.001 -0.012 -0.005 -0.62
C -1.329335 -0.035375 -4.420374 -0.003 0.029 -0.016 -0.66
C -1.287960 -0.541238 -3.110747 -0.127 -0.024 0.006 0.52
S -1.611204 0.527080 -1.784510 0.249 0.016 0.197 -0.35
C 0.189723 3.611168 -0.926864 0.030 -0.031 -0.039 -0.43
C 1.054297 3.372604 0.274926 0.053 0.092 -0.036 0.07
C 2.270091 4.025918 0.428328 -0.017 -0.054 0.085 -0.90
C 3.058760 3.698549 1.520853 -0.060 -0.019 -0.030 -0.91
C 2.617680 2.719477 2.395095 0.001 0.030 -0.043 -0.49
C 1.395620 2.106785 2.147724 -0.056 0.075 -0.001 0.14
C 0.939267 0.940201 2.967239 0.102 0.063 0.144 -0.81
S 1.183327 -0.622982 2.053036 -0.125 0.017 -0.098 -0.26
C 2.833311 -0.354985 1.430693 -0.064 0.055 -0.038 0.45
C 3.878593 -0.576790 2.322551 -0.018 -0.012 0.002 -1.00
C 5.186512 -0.326003 1.948787 0.022 0.020 -0.106 -0.80
C 5.438535 0.143693 0.661694 0.003 -0.019 0.103 -0.71
C 4.400260 0.340870 -0.228397 -0.051 0.046 -0.049 -0.77
C 3.066250 0.093848 0.123238 -0.037 0.005 0.014 1.13
S 1.824591 0.324672 -1.109474 0.156 -0.051 0.041 -0.39
N 0.615892 2.448089 1.123581 -0.016 -0.001 0.065 0.86
H -0.756371 -3.824599 -3.938432 0.009 0.000 0.013 0.44
H -0.808820 -2.869189 -6.211262 -0.009 -0.006 -0.002 0.38
H -1.179848 -0.429308 -6.505388 0.002 0.003 0.002 0.39
H -1.496782 1.024734 -4.557475 0.000 0.001 -0.004 0.43
H 0.527361 4.463200 -1.520105 0.041 -0.030 -0.007 0.66
H 0.190922 2.713170 -1.555138 -0.013 0.014 0.041 0.10
H 2.593821 4.759502 -0.297249 0.008 0.011 -0.007 0.50
H 4.013397 4.183430 1.675616 0.001 0.002 -0.001 0.47
H 3.219237 2.409395 3.238237 0.013 0.002 0.003 0.47
H -0.124293 0.991488 3.200142 0.004 0.000 -0.056 0.42
H 1.501694 0.874119 3.897761 -0.011 -0.013 -0.004 0.51
H 3.657046 -0.953805 3.314328 -0.010 0.007 0.004 0.49
H 5.996569 -0.504019 2.642558 0.009 0.008 0.004 0.45
H 6.454959 0.341778 0.346900 0.009 0.000 0.001 0.43
H 4.606031 0.683611 -1.234783 0.007 0.002 0.001 0.46
C -0.940814 6.004592 1.422300 0.003 -0.004 0.008 -1.14
C -1.748005 5.788905 0.144439 -0.032 0.034 -0.027 -0.82
As -1.653776 3.977306 -0.512546 -0.058 -0.044 -0.051 0.23
C -2.655904 3.858192 -2.161581 -0.070 0.074 -0.008 -0.30
C -3.701845 4.955975 -2.332214 -0.004 0.004 -0.011 -1.34
C -2.466172 2.859409 0.830000 -0.020 -0.016 -0.047 0.14
C -3.970435 3.101937 0.900746 -0.026 -0.022 0.042 -1.39
H -1.133795 7.002482 1.814049 0.017 0.002 -0.002 0.43
H 0.129892 5.914772 1.243901 0.007 -0.011 -0.008 0.27
H -1.208791 5.288620 2.200471 -0.020 0.016 0.000 0.29
H -1.402600 6.433862 -0.665656 0.005 0.016 0.024 0.48
H -2.805089 6.009965 0.298635 0.000 0.000 -0.002 0.49
H -3.095199 2.861275 -2.167205 0.009 0.008 0.012 0.44
H -1.915237 3.871618 -2.962379 -0.008 0.012 -0.006 0.48
H -4.392718 5.001466 -1.489768 -0.004 -0.018 -0.003 0.31
H -4.292731 4.755264 -3.225235 0.011 0.015 -0.008 0.41
H -3.248560 5.939768 -2.451690 0.005 0.002 0.014 0.35
H -1.956485 3.086442 1.764391 -0.011 -0.024 0.024 0.38
H -2.233788 1.827692 0.573365 0.041 -0.021 -0.028 0.10
H -4.213210 4.125987 1.188482 0.008 0.007 -0.008 0.35
H -4.406547 2.441595 1.649796 -0.003 0.014 0.004 0.41
H -4.462892 2.881823 -0.046908 0.016 -0.005 -0.004 0.31
C 3.899398 -3.145896 -0.648584 0.053 -0.017 0.007 -0.89
N 3.068134 -4.180005 -0.047647 -0.048 0.080 0.105 0.09
C 3.802307 -5.123594 0.784482 0.034 -0.012 0.034 -1.18
C 1.788694 -3.812429 0.277294 0.081 -0.040 -0.244 0.24
O 1.438791 -2.628260 0.158444 -0.137 0.039 0.293 0.61
N 0.941796 -4.796552 0.677700 -0.022 -0.006 0.109 0.28
C 1.104565 -6.186899 0.290735 -0.068 -0.004 -0.040 -1.23
C -0.320279 -4.463418 1.310136 0.012 -0.060 -0.009 -1.01
H 4.706709 -3.629877 -1.197858 0.008 0.004 -0.007 0.45
H 4.331602 -2.487759 0.113316 -0.002 -0.053 -0.025 0.25
H 3.308836 -2.537989 -1.328204 -0.007 -0.024 -0.022 0.16
H 4.560236 -4.586459 1.362177 0.009 -0.002 -0.010 0.36
H 4.303201 -5.879972 0.178020 0.002 0.006 -0.011 0.31
H 3.138124 -5.621097 1.485221 0.080 0.044 -0.009 0.42
H 1.866746 -6.273655 -0.479237 -0.031 -0.019 0.017 0.38
H 0.158264 -6.546045 -0.117740 -0.002 -0.006 -0.015 0.38
H 1.374317 -6.824167 1.136337 -0.027 -0.013 -0.003 0.33
H -0.361069 -3.396926 1.506523 0.007 0.031 0.021 0.10
H -0.418582 -4.999778 2.256627 0.011 -0.018 -0.013 0.39
H -1.157922 -4.740507 0.665249 -0.003 0.029 0.018 0.36
```
Positions in Å, forces in eV/Å.


| no. | maximum force (eV Å⁻¹) |
| --- | --- |
| 1 | 2.0 |
| 2 | 0.6 |
| 3 | 0.6 |